DFT (ωB97M-V/def2-TZVPD) results for a 2-piece molecular cluster, C4H11NO overall at a distorted geometry.

Computed properties:
energy above the lowest of the compared OMol25 structures with the same formula, charge and spin	168.3	kJ/mol
total charge	0
maximum force	0.02944	Eh/bohr
E_tot	-7862.809	eV
frontier orbital gap	10.763	eV
LUMO	0.90	eV
highest occupied orbital energy	-9.9	eV
structure (SMILES)	C=NCCC.O

Geometry (Å):
C (-0.48031, -1.08723, 2.02481)
N (-0.10996, -0.82515, 0.84874)
C (-0.34580, 0.53258, 0.39430)
C (0.97794, 1.23668, 0.19501)
C (2.06149, 0.53480, -0.61270)
H (-1.25869, -0.48568, 2.51216)
H (-0.13094, -1.99231, 2.51521)
H (-0.94267, 0.50784, -0.52343)
H (-0.94362, 1.15266, 1.07883)
H (0.97438, 2.27636, -0.15013)
H (1.38152, 1.41442, 1.19454)
H (2.85112, 1.24951, -0.84327)
H (2.51202, -0.33853, -0.15837)
H (1.73297, 0.16460, -1.59424)
O (-3.15126, -1.49820, -2.39209)
H (-2.69982, -0.70905, -2.07632)
H (-2.42836, -2.13332, -2.41304)

=====

DFT (ωB97M-V/def2-TZVPD) results for a 2-piece molecular cluster, C19H33BrF13N8O6P2S overall at a distorted geometry.

Computed properties:
total charge	+1
maximum force	0.11738	Eh/bohr
E_tot	-179219.777	eV
frontier orbital gap	5.916	eV
LUMO	-3.30	eV
highest occupied orbital energy	-9.2	eV

Geometry (Å):
N (5.73430, -1.02824, 4.85709)
P (6.36882, 0.29031, 4.38793)
O (7.91847, 0.09732, 4.13914)
O (6.12745, 1.43319, 5.49255)
N (5.54861, 0.72360, 2.93339)
C (4.18488, 0.52821, 2.70380)
N (3.32727, -0.01702, 3.52518)
C (1.89571, -0.16397, 3.20527)
C (1.28841, -1.36327, 3.94839)
C (0.83633, -2.49248, 3.02285)
F (0.77088, -3.61687, 3.76218)
F (1.82265, -2.68051, 2.10829)
C (-0.48791, -2.17973, 2.26648)
F (-0.12905, -1.38095, 1.23022)
F (-1.26678, -1.42738, 3.06282)
C (-1.22042, -3.38798, 1.64850)
F (-1.45109, -4.38770, 2.51033)
F (-0.37390, -3.88261, 0.71918)
C (-2.55975, -3.08479, 0.91768)
F (-2.77501, -4.14186, 0.11670)
F (-2.50315, -2.01355, 0.10612)
C (-3.82575, -2.95510, 1.84104)
F (-3.54466, -2.79454, 3.14231)
F (-4.54096, -4.08728, 1.73473)
C (-4.79701, -1.81186, 1.42496)
F (-4.26952, -0.60328, 1.62769)
F (-5.84632, -1.90382, 2.26623)
F (-5.26957, -1.96292, 0.19649)
N (3.85239, 1.01161, 1.51018)
C (4.94824, 1.50968, 0.95891)
Br (4.95345, 2.32891, -0.69430)
N (5.97660, 1.34217, 1.78669)
C (7.32309, 1.82581, 1.44465)
C (7.41724, 3.35385, 1.73105)
C (8.42095, 3.70237, 2.84472)
S (7.64495, 4.24038, 4.35148)
O (6.21507, 4.21647, 4.26091)
O (8.22025, 3.48950, 5.42420)
O (8.14286, 5.74195, 4.49323)
H (5.33290, -0.91616, 5.78067)
H (8.37885, 0.88748, 4.48159)
H (5.39230, 1.98249, 5.17725)
H (3.63128, -0.35560, 4.42642)
H (1.40357, 0.74350, 3.54918)
H (1.82891, -0.28344, 2.13119)
H (0.52232, -1.09381, 4.66712)
H (2.08806, -1.82400, 4.53348)
H (8.12100, 1.27190, 1.92942)
H (7.47823, 1.71187, 0.37766)
H (7.67140, 3.87496, 0.81219)
H (6.41395, 3.69294, 1.98417)
H (9.04354, 2.83943, 3.05607)
H (9.05868, 4.50661, 2.48319)
H (7.86098, 6.01186, 5.38357)
O (-6.34348, 1.99766, -4.83416)
P (-6.10397, 0.52880, -5.09129)
N (-5.35575, 0.12073, -3.59072)
C (-4.26426, -0.80067, -3.37525)
C (-6.18625, 0.28171, -2.40314)
N (-4.98084, 0.72016, -6.40809)
C (-3.54951, 0.71469, -6.17639)
C (-5.32372, 1.81517, -7.31208)
N (-6.40488, -1.09207, -5.56253)
C (-7.42535, -1.82251, -4.81438)
C (-5.73935, -1.88002, -6.58285)
H (-4.49904, -1.84181, -3.64517)
H (-3.98442, -0.80891, -2.32057)
H (-3.36165, -0.49692, -3.90162)
H (-6.79580, -0.61155, -2.20642)
H (-6.86141, 1.13103, -2.51281)
H (-5.57614, 0.48369, -1.51944)
H (-3.24369, 1.44298, -5.41178)
H (-3.02106, 0.95066, -7.10206)
H (-3.19867, -0.28074, -5.89740)
H (-5.01574, 2.79248, -6.92398)
H (-6.39828, 1.85134, -7.48991)
H (-4.84163, 1.65890, -8.28073)
H (-6.97456, -2.47750, -4.05912)
H (-8.04468, -2.43395, -5.47250)
H (-8.10008, -1.13387, -4.30426)
H (-4.77827, -2.25987, -6.22327)
H (-5.58080, -1.32421, -7.50103)
H (-6.35077, -2.74302, -6.85955)

=====

DFT (ωB97M-V/def2-TZVPD) results for a single C5H8NOPS molecule at a distorted geometry.

Computed properties:
energy above the lowest of the compared OMol25 structures with the same formula, charge and spin	153.6	kJ/mol
total charge	0
maximum force	0.07298	Eh/bohr
E_tot	-28971.890	eV
frontier orbital gap	8.154	eV
LUMO	-0.57	eV
highest occupied orbital energy	-8.7	eV

Geometry (Å):
C (-0.21647, 0.23818, 1.87993)
C (-0.03404, -1.27155, -0.44063)
C (-0.77606, 1.39499, 2.02669)
C (-0.16797, -2.27040, 0.82971)
C (0.31060, 1.03550, -0.90537)
N (0.57004, -0.10966, -0.11468)
O (-0.33804, -1.65270, -1.54789)
P (0.37298, 0.71402, -2.80855)
S (-0.16131, -1.36668, 2.45179)
H (-1.43318, 1.59757, 2.81219)
H (-0.47722, 2.12953, 1.24425)
H (-1.16053, -2.94193, 0.94588)
H (0.70834, -2.93911, 0.94654)
H (1.04259, 1.74401, -0.70678)
H (-0.67373, 1.41997, -0.81281)
H (1.64230, 0.26582, -2.69809)
H (0.79170, 2.01244, -3.10216)

=====

DFT (ωB97M-V/def2-TZVPD) results for a 2-piece molecular cluster, C3H10NO2 overall at a distorted geometry.

Computed properties:
energy above the lowest of the compared OMol25 structures with the same formula, charge and spin	98.9	kJ/mol
total charge	-1
maximum force	0.02019	Eh/bohr
E_tot	-8857.768	eV
frontier orbital gap	7.096	eV
LUMO	4.24	eV
highest occupied orbital energy	-2.9	eV

Geometry (Å):
C (-0.22521, -1.07420, -1.40512)
N (0.05950, 0.01496, -0.48797)
C (0.74079, -0.42447, 0.74221)
C (-0.39463, -0.88682, 1.77461)
O (-1.55542, -0.25007, 1.47099)
H (-0.20505, -0.74019, -2.44694)
H (-1.21958, -1.46067, -1.14434)
H (0.50370, -1.88803, -1.36621)
H (-0.82312, 0.34154, -0.03778)
H (1.21560, 0.46082, 1.18402)
H (1.55132, -1.08548, 0.42416)
H (-0.02137, -0.66087, 2.79599)
H (-0.55887, -1.98002, 1.67079)
H (0.56531, 1.64128, -1.38140)
H (1.24871, 2.98243, -0.91629)
O (1.14264, 2.40523, -1.66575)

=====

DFT (ωB97M-V/def2-TZVPD) results for a single C6H8N2O molecule at a distorted geometry.

Computed properties:
energy above the lowest of the compared OMol25 structures with the same formula, charge and spin	479.7	kJ/mol
total charge	0
maximum force	0.06914	Eh/bohr
E_tot	-11374.375	eV
frontier orbital gap (alpha / beta)	6.892 / 6.872	eV
LUMO (alpha / beta)	-0.17 / -0.18	eV
highest occupied orbital energy (alpha / beta)	-7.1 / -7.0	eV
structure (SMILES)	[H]/N=C(C#C)/C(O)=C(\C)N

Geometry (Å):
H (-2.07818, 2.09009, 1.52702)
N (-2.19739, 1.08541, 1.37677)
C (-1.18092, 0.57527, 0.79288)
C (0.25299, 1.21577, 0.76342)
C (1.07988, 2.03393, 1.12935)
C (-0.88113, -0.68631, 0.21245)
O (-1.51908, -1.85860, 0.49243)
C (0.40538, -0.58405, -0.38580)
C (0.53711, 0.06521, -1.75629)
N (1.31104, -1.62216, -0.16403)
H (1.77898, 2.78318, 1.41916)
H (-2.21831, -1.65760, 1.13769)
H (-0.15135, 0.90337, -1.86944)
H (1.55548, 0.43364, -1.90589)
H (0.31656, -0.67549, -2.53087)
H (1.17034, -2.10660, 0.71608)
H (1.81861, -1.99504, -0.95492)

=====

DFT (ωB97M-V/def2-TZVPD) results for a single C2H2FP molecule at a distorted geometry.

Computed properties:
energy above the lowest of the compared OMol25 structures with the same formula, charge and spin	557.6	kJ/mol
total charge	0
maximum force	0.06256	Eh/bohr
E_tot	-14105.733	eV
frontier orbital gap (alpha / beta)	7.626 / 7.627	eV
LUMO (alpha / beta)	-2.11 / -2.11	eV
highest occupied orbital energy (alpha / beta)	-9.7 / -9.7	eV

Geometry (Å):
C (0.61838, 0.96263, 0.76525)
C (-0.82176, -1.01721, 0.35347)
F (0.68895, 0.16741, -1.85890)
P (-0.37899, 0.35980, -0.51206)
H (0.13637, 1.30891, 1.60732)
H (-0.24295, -1.78155, -0.35508)